1.
# C25H22FeN7O2

A structure of composition C25H22FeN7O2 (wB97M-V/def2-TZVPD, the Open Molecules 2025 dataset).

Geometry as XYZ:
```
57
Properties=species:S:1:pos:R:3
Fe -0.464 0.024 0.202
C -4.065 -0.482 -3.949
C -3.872 -1.692 -3.292
C -2.756 -1.882 -2.500
C -1.829 -0.840 -2.336
C -2.041 0.385 -2.982
C -3.142 0.551 -3.799
N -0.739 -0.987 -1.479
C -0.046 -2.176 -1.494
C 0.003 -3.066 -2.579
C 0.774 -4.209 -2.484
C 1.506 -4.500 -1.330
C 1.494 -3.629 -0.252
C 0.731 -2.478 -0.347
N 0.617 -1.494 0.639
N 1.275 -1.558 1.698
C 1.008 -0.455 2.532
C 1.584 -0.407 3.784
C 1.294 0.683 4.597
C 0.448 1.668 4.122
C -0.081 1.547 2.842
N 0.189 0.511 2.053
H -4.932 -0.342 -4.580
H -4.595 -2.489 -3.399
H -2.617 -2.814 -1.966
H -1.300 1.168 -2.892
H -3.281 1.481 -4.333
H -0.525 -2.835 -3.493
H 0.820 -4.885 -3.327
H 2.099 -5.403 -1.283
H 2.061 -3.831 0.647
H 2.238 -1.208 4.097
H 1.727 0.758 5.585
H 0.197 2.530 4.723
H -0.738 2.304 2.438
N -1.544 2.899 -0.521
C -1.163 1.836 -0.298
H -1.854 3.837 -0.704
O -0.925 -5.633 4.209
C -2.290 -5.573 3.866
N -2.456 -4.257 3.284
C -3.445 -3.978 2.409
O -4.292 -4.771 2.057
C -3.432 -2.594 1.809
C -4.639 -2.019 1.433
C -4.622 -0.786 0.808
C -3.404 -0.190 0.537
N -2.231 -0.747 0.871
C -2.260 -1.925 1.512
H -0.775 -6.388 4.788
H -2.930 -5.693 4.744
H -2.573 -6.312 3.115
H -1.896 -3.526 3.691
H -5.560 -2.554 1.626
H -5.536 -0.293 0.510
H -3.364 0.751 0.010
H -1.305 -2.369 1.758
```

Properties
Spin multiplicity: 2
Net charge: +2
F_max (eV Å⁻¹): 0.46
Highest occupied orbital energy (alpha / beta) (eV): -14.08 / -14.51
Kohn-Sham gap (alpha / beta) (eV): 6.5 / 6.2
<S²>: 1.23

---

2.
# C25H22I2IrN4O3S

A structure of composition C25H22I2IrN4O3S (wB97M-V/def2-TZVPD, the Open Molecules 2025 dataset).

Geometry as XYZ:
```
58
Properties=species:S:1:pos:R:3
Ir 0.530 1.240 -0.653
I -5.464 5.897 0.156
C -3.630 5.045 -0.056
C -2.553 5.487 0.725
C -1.318 4.910 0.576
I 0.277 5.507 1.721
C -1.128 3.840 -0.379
O 0.016 3.300 -0.494
C -2.244 3.412 -1.183
C -2.022 2.391 -2.262
N -1.504 1.098 -1.751
C -1.502 0.060 -2.801
C -0.233 -0.755 -2.848
C -0.176 -1.940 -3.561
C 1.035 -2.602 -3.672
C 2.162 -2.062 -3.066
C 2.031 -0.891 -2.354
N 0.854 -0.253 -2.251
C -3.457 4.004 -1.010
H -2.700 6.278 1.447
H -1.293 2.769 -2.983
H -2.960 2.226 -2.797
H -2.069 0.796 -0.960
H -1.605 0.556 -3.768
H -2.366 -0.599 -2.698
H -1.070 -2.329 -4.030
H 1.101 -3.527 -4.227
H 3.127 -2.544 -3.135
H 2.867 -0.435 -1.841
H -4.305 3.699 -1.609
C -1.116 -6.042 2.371
C -0.844 -4.572 2.250
C -0.178 -3.882 3.259
C 0.054 -2.520 3.162
C -0.388 -1.847 2.030
C -1.061 -2.510 1.006
C -1.281 -3.866 1.125
S -0.060 -0.151 1.904
O 0.238 0.404 3.181
O -1.098 0.476 1.061
N 1.202 0.010 0.849
C 2.487 0.507 1.134
C 3.289 0.267 2.231
C 4.518 0.910 2.253
C 4.885 1.756 1.213
C 4.006 1.947 0.163
N 2.831 1.313 0.123
H -0.553 -6.487 3.188
H -0.860 -6.564 1.449
H -2.178 -6.215 2.560
H 0.157 -4.416 4.139
H 0.551 -1.984 3.959
H -1.416 -1.964 0.142
H -1.810 -4.394 0.342
H 2.959 -0.375 3.035
H 5.189 0.754 3.087
H 5.840 2.262 1.214
H 4.236 2.603 -0.665
```

Properties
Spin multiplicity: 6
Net charge: +2
F_max (eV Å⁻¹): 0.48
Highest occupied orbital energy (alpha / beta) (eV): -13.65 / -14.10
Kohn-Sham gap (alpha / beta) (eV): 8.5 / 5.6
<S²>: 8.78

---

3.
# C25H22N2O4OsSSbSe4

A structure of composition C25H22N2O4OsSSbSe4 (wB97M-V/def2-TZVPD, the Open Molecules 2025 dataset).

Geometry as XYZ:
```
60
Properties=species:S:1:pos:R:3
Os -0.001 0.338 1.078
Se 0.662 -6.090 4.347
Sb 1.996 -4.508 3.109
Se 0.455 -3.613 1.125
Se 0.917 -1.539 2.153
Se 4.081 -5.255 2.145
O 1.949 3.005 3.877
S 1.571 1.700 3.396
O 0.364 1.131 3.949
N 1.431 1.692 1.753
C 1.403 2.939 1.094
C 2.351 3.925 1.218
C 2.253 5.120 0.476
C 1.227 5.339 -0.399
C 0.233 4.347 -0.558
C -0.871 4.479 -1.432
C -1.803 3.484 -1.515
C -1.639 2.331 -0.725
N -0.620 2.179 0.086
C 0.326 3.162 0.193
C 2.867 0.535 3.682
C 3.808 0.247 2.706
C 4.707 -0.788 2.918
C 4.661 -1.519 4.095
C 3.735 -1.200 5.081
C 2.828 -0.175 4.876
H 3.170 3.788 1.908
H 3.019 5.874 0.607
H 1.165 6.251 -0.979
H -0.961 5.376 -2.033
H -2.655 3.555 -2.176
H -2.353 1.516 -0.754
H 3.793 0.784 1.767
H 5.408 -1.060 2.140
H 5.322 -2.366 4.226
H 3.691 -1.782 5.992
H 2.057 0.039 5.604
C -4.562 -2.945 -5.156
C -3.669 -2.438 -4.056
C -3.787 -2.917 -2.760
C -2.964 -2.470 -1.731
C -3.164 -3.039 -0.351
C -1.968 -1.528 -2.025
C -1.820 -1.036 -3.333
C -0.773 -0.025 -3.728
C -2.688 -1.492 -4.319
C -1.070 -1.012 -0.945
O 0.117 -0.735 -1.184
O -1.564 -0.759 0.217
H -5.437 -3.452 -4.750
H -4.030 -3.657 -5.791
H -4.903 -2.129 -5.795
H -4.546 -3.658 -2.534
H -3.927 -3.815 -0.377
H -3.463 -2.269 0.357
H -2.242 -3.472 0.040
H 0.229 -0.435 -3.623
H -0.804 0.864 -3.097
H -0.931 0.279 -4.763
H -2.582 -1.103 -5.326
```

Properties
Spin multiplicity: 5
Energy above the lowest of the compared OMol25 structures with the same formula, charge and spin (kJ/mol): 82.7
Net charge: -1
F_max (eV Å⁻¹): 0.68
Highest occupied orbital energy (alpha / beta) (eV): -4.24 / -4.36
Kohn-Sham gap (alpha / beta) (eV): 5.5 / 5.1
<S²>: 6.03

---

4.
# C25H22N4O2S

The molecule C25H22N4O2S (wB97M-V/def2-TZVPD, the Open Molecules 2025 dataset).

Geometry as XYZ:
```
54
Properties=species:S:1:pos:R:3
O 4.515 2.408 2.113
C 3.946 1.726 1.281
N 2.633 1.988 1.006
C 1.775 1.398 0.098
C 0.477 1.886 -0.031
C -0.418 1.307 -0.916
C -1.775 1.917 -1.070
O -1.904 3.095 -1.353
N -2.835 1.084 -0.926
C -2.803 -0.220 -0.304
C -3.542 -0.166 1.042
N -4.891 0.325 0.863
C -5.894 -0.587 0.649
C -7.220 -0.213 0.373
C -8.175 -1.198 0.248
C -7.812 -2.532 0.397
C -6.486 -2.802 0.676
N -5.556 -1.872 0.793
C -4.892 1.644 0.273
C -4.174 1.612 -1.084
C -0.003 0.245 -1.718
C 1.284 -0.239 -1.604
C 2.173 0.322 -0.694
S 3.778 -0.386 -0.584
C 4.639 0.631 0.570
C 5.952 0.476 0.856
C 6.947 -0.451 0.375
C 8.286 -0.173 0.682
C 9.303 -1.000 0.254
C 9.010 -2.138 -0.483
C 7.691 -2.438 -0.780
C 6.670 -1.608 -0.360
H 2.260 2.768 1.534
H 0.165 2.730 0.566
H -1.773 -0.541 -0.150
H -3.312 -0.940 -0.955
H -3.594 -1.162 1.479
H -3.018 0.516 1.721
H -7.505 0.822 0.274
H -9.200 -0.930 0.036
H -8.536 -3.325 0.303
H -6.133 -3.817 0.808
H -4.353 2.318 0.948
H -5.904 2.021 0.150
H -4.728 0.967 -1.775
H -4.090 2.616 -1.502
H -0.681 -0.188 -2.436
H 1.621 -1.059 -2.219
H 6.324 1.205 1.568
H 8.520 0.711 1.257
H 10.329 -0.763 0.497
H 9.805 -2.789 -0.817
H 7.455 -3.328 -1.344
H 5.652 -1.877 -0.587
```

Properties
Energy above the lowest of the compared OMol25 structures with the same formula, charge and spin (kJ/mol): 7.5
F_max (eV Å⁻¹): 0.95
Highest occupied orbital energy (eV): -7.83
Kohn-Sham gap (eV): 7.8
SMILES: O=C1Nc2cc(C(=O)N3CCN(c4ccccn4)CC3)ccc2S/C1=C\c1ccccc1

---

5.
# C25H22N6O2SV

A structure of composition C25H22N6O2SV (wB97M-V/def2-TZVPD, the Open Molecules 2025 dataset).

Geometry as XYZ:
```
57
Properties=species:S:1:pos:R:3
V 0.576 -0.092 -0.121
O 2.745 0.247 0.142
C 3.730 -0.785 0.429
C 3.793 -1.826 -0.678
C 2.388 -2.345 -1.025
C 1.679 -2.853 0.201
C 1.987 -4.094 0.738
C 1.383 -4.491 1.918
C 0.488 -3.628 2.537
C 0.242 -2.405 1.949
N 0.826 -2.015 0.809
H 3.110 0.847 -0.521
H 3.413 -1.226 1.373
H 4.689 -0.294 0.587
H 4.432 -2.639 -0.326
H 4.271 -1.417 -1.570
H 2.397 -3.106 -1.804
H 1.871 -1.473 -1.460
H 2.686 -4.740 0.225
H 1.605 -5.457 2.351
H -0.010 -3.894 3.458
H -0.445 -1.696 2.397
S -6.920 0.112 0.450
N -5.789 0.799 1.368
C -4.618 0.453 0.853
C -3.322 0.840 1.375
C -3.157 1.618 2.523
C -1.880 1.903 2.958
C -0.800 1.401 2.237
N -0.939 0.663 1.142
C -2.187 0.381 0.705
C -2.302 -0.439 -0.508
N -1.151 -0.799 -1.113
C -1.222 -1.561 -2.198
C -2.425 -2.007 -2.739
C -3.605 -1.640 -2.130
C -3.550 -0.839 -0.988
C -4.728 -0.373 -0.283
N -5.981 -0.646 -0.618
H -4.029 1.980 3.053
H -1.703 2.495 3.844
H 0.219 1.592 2.558
H -0.278 -1.828 -2.660
H -2.414 -2.624 -3.625
H -4.563 -1.957 -2.518
O 0.696 1.696 -1.206
N 1.177 2.920 -1.228
C 1.723 3.461 -0.125
C 2.201 4.756 -0.153
C 2.112 5.495 -1.321
C 1.547 4.909 -2.446
C 1.083 3.615 -2.381
H 1.753 2.816 0.742
H 2.636 5.166 0.747
H 2.475 6.512 -1.355
H 1.459 5.444 -3.380
H 0.624 3.069 -3.190
```

Properties
Spin multiplicity: 4
Net charge: +2
F_max (eV Å⁻¹): 0.78
Highest occupied orbital energy (alpha / beta) (eV): -13.49 / -14.25
Kohn-Sham gap (alpha / beta) (eV): 7.8 / 8.4
<S²>: 3.76

---

6.
# C25H23AgN4PS

A structure of composition C25H23AgN4PS (wB97M-V/def2-TZVPD, the Open Molecules 2025 dataset).

Geometry as XYZ:
```
55
Properties=species:S:1:pos:R:3
Ag -0.107 -0.086 -0.616
S 0.343 -2.283 0.764
C -1.184 -2.388 1.459
N -1.434 -3.409 2.341
C -2.612 -3.579 2.981
C -3.626 -2.715 2.744
C -3.358 -1.690 1.818
N -2.200 -1.524 1.213
H -0.672 -4.051 2.503
H -2.685 -4.418 3.661
H -4.587 -2.814 3.228
H -4.138 -0.976 1.557
N 4.159 0.071 -2.188
C 4.340 0.184 -0.828
C 3.087 0.252 -0.304
N 2.148 0.189 -1.321
C 2.830 0.076 -2.437
H 4.887 -0.001 -2.874
H 5.315 0.201 -0.367
H 2.796 0.349 0.729
H 2.410 0.009 -3.429
C -1.607 5.530 -3.628
C -0.937 4.363 -3.960
C -0.885 3.312 -3.052
C -1.507 3.421 -1.811
C -2.170 4.603 -1.477
C -2.220 5.652 -2.385
P -1.520 1.963 -0.712
C -1.472 2.675 0.965
C -0.536 3.675 1.235
C -0.353 4.134 2.531
C -1.092 3.590 3.575
C -2.022 2.594 3.316
C -2.207 2.135 2.017
C -3.233 1.343 -0.935
C -3.429 0.172 -1.666
C -4.710 -0.318 -1.896
C -5.811 0.362 -1.390
C -5.631 1.536 -0.669
C -4.350 2.024 -0.444
H -1.657 6.347 -4.338
H -0.448 4.274 -4.923
H -0.360 2.397 -3.307
H -2.640 4.710 -0.507
H -2.733 6.569 -2.120
H 0.045 4.104 0.426
H 0.365 4.921 2.728
H -0.945 3.944 4.590
H -2.607 2.172 4.124
H -2.941 1.363 1.819
H -2.576 -0.354 -2.067
H -4.850 -1.228 -2.466
H -6.811 -0.021 -1.561
H -6.489 2.081 -0.294
H -4.216 2.940 0.124
```

Properties
Energy above the lowest of the compared OMol25 structures with the same formula, charge and spin (kJ/mol): 0.0
Net charge: +1
F_max (eV Å⁻¹): 0.69
Highest occupied orbital energy (eV): -10.91
Kohn-Sham gap (eV): 7.9

---

7.
# C25H23BN3O5PtS3

A structure of composition C25H23BN3O5PtS3 (wB97M-V/def2-TZVPD, the Open Molecules 2025 dataset).

Geometry as XYZ:
```
61
Properties=species:S:1:pos:R:3
Pt -1.204 -1.805 0.055
C 3.155 -0.019 -2.064
C 3.503 -1.168 -1.132
N 2.998 -0.945 0.231
C 3.813 -0.089 1.114
C 3.235 1.306 1.300
C 1.848 -1.426 0.672
S 0.899 -2.374 -0.484
N 1.542 -1.204 1.941
C 0.375 -1.345 2.524
O -0.772 -1.448 1.956
C 0.336 -1.312 4.001
C 1.521 -1.206 4.729
C 1.482 -1.182 6.112
C 0.264 -1.262 6.773
C -0.919 -1.367 6.052
C -0.886 -1.393 4.669
H 3.546 -0.223 -3.060
H 3.586 0.921 -1.719
H 2.072 0.097 -2.140
H 4.582 -1.298 -1.047
H 3.108 -2.104 -1.518
H 4.800 -0.037 0.658
H 3.909 -0.595 2.074
H 3.109 1.815 0.343
H 3.913 1.900 1.912
H 2.270 1.261 1.802
H 2.463 -1.142 4.204
H 2.401 -1.101 6.676
H 0.235 -1.243 7.854
H -1.866 -1.430 6.569
H -1.802 -1.475 4.102
O -3.317 -1.351 0.129
S -3.642 -1.997 -1.189
O -4.561 -3.074 -1.110
N -2.109 -2.352 -1.676
C -1.845 -1.870 -2.965
S -0.488 -2.170 -3.782
C -2.987 -1.041 -3.433
C -3.105 -0.397 -4.655
C -4.242 0.359 -4.895
C -5.261 0.462 -3.949
C -5.171 -0.198 -2.733
C -4.015 -0.920 -2.504
H -2.316 -0.490 -5.389
H -4.347 0.874 -5.841
H -6.140 1.052 -4.171
H -5.966 -0.153 -2.002
O -0.175 0.956 0.464
B -0.656 0.068 -0.456
O -0.737 0.560 -1.725
C -0.263 1.865 -1.605
C -0.118 2.815 -2.586
C 0.398 4.041 -2.173
C 0.743 4.280 -0.846
C 0.591 3.304 0.137
C 0.082 2.100 -0.287
H -0.387 2.617 -3.614
H 0.533 4.827 -2.903
H 1.136 5.248 -0.569
H 0.850 3.480 1.171
```

Properties
Energy above the lowest of the compared OMol25 structures with the same formula, charge and spin (kJ/mol): 0.0
Net charge: +1
F_max (eV Å⁻¹): 0.18
Highest occupied orbital energy (eV): -11.65
Kohn-Sham gap (eV): 7.6

---

8.
# C25H23Br12IO4

A structure of composition C25H23Br12IO4 at a distorted geometry (wB97M-V/def2-TZVPD, the Open Molecules 2025 dataset).

Geometry as XYZ:
```
65
Properties=species:S:1:pos:R:3
C -6.504 1.606 -2.357
C -4.950 1.099 -2.224
C -4.672 -0.437 -1.634
C -3.128 -0.983 -1.486
C -1.828 -0.036 -1.940
C -2.148 1.466 -2.517
C -3.699 2.074 -2.660
C -3.812 3.614 -3.210
C -4.944 3.859 -4.370
O -5.254 3.032 -5.372
I -6.102 5.756 -4.194
C -0.292 -0.666 -1.738
O 0.690 -0.542 -2.645
C -0.082 -1.510 -0.309
C 1.289 -1.354 0.584
C 1.381 -2.185 1.994
C 2.764 -1.971 2.909
C 2.460 -0.586 3.796
C 3.757 -0.069 4.657
C 4.376 1.257 3.913
O 5.844 1.021 3.702
C 0.119 -3.152 2.460
C -1.272 -3.307 1.545
C -1.381 -2.465 0.131
C -2.726 -2.482 -0.864
O -3.432 -3.596 -1.099
H -6.884 1.251 -3.427
H -6.626 2.789 -2.360
H -7.234 1.199 -1.538
H -5.604 -1.084 -1.319
H -1.201 2.135 -2.800
H -2.756 3.902 -3.682
H -3.972 4.382 -2.317
H 2.146 -0.660 0.183
H 3.724 -1.826 2.233
H 2.963 -2.886 3.619
H 2.085 0.255 3.057
H 1.568 -0.864 4.503
H 3.456 0.213 5.777
H 4.586 -0.895 4.683
H 3.907 1.437 2.834
H 4.263 2.259 4.509
H 5.898 0.826 2.701
H 0.275 -3.724 3.492
H -2.148 -3.983 1.941
C 4.376 -3.056 -1.329
Br 5.259 -4.734 -0.893
Br 2.520 -3.042 -0.748
Br 5.360 -1.522 -0.647
H 4.370 -2.972 -2.421
C -10.573 6.959 -3.961
Br -12.301 7.696 -3.457
Br -9.200 8.334 -4.059
Br -10.045 5.491 -2.799
H -10.683 6.545 -4.969
C 5.707 -2.273 7.509
Br 5.242 -3.122 5.821
Br 5.830 -0.339 7.336
Br 4.499 -2.798 8.940
H 6.704 -2.634 7.783
C 7.671 -2.476 -4.336
Br 5.866 -1.750 -4.311
Br 8.569 -2.244 -2.626
Br 7.695 -4.332 -4.920
H 8.237 -1.900 -5.076
```

Properties
Energy above the lowest of the compared OMol25 structures with the same formula, charge and spin (kJ/mol): 2213.8
F_max (eV Å⁻¹): 9.10
Highest occupied orbital energy (eV): -8.36
Kohn-Sham gap (eV): 6.8

---

Number 1 is which compound?
C25H22FeN7O2